Molecular formula: C3H3N3O2
Method: DFT, ωB97M-V/def2-TZVPD

Geometry as ORCA input:
```
! RIJCOSX wB97M-V def2-TZVPD def2/J DEFGRID3
* xyz 0 1
O -2.033 -0.569 1.057
O -1.079 0.426 -0.766
N 0.687 -0.930 -0.713
N 0.202 0.269 -0.474
N 1.811 -1.043 0.053
C 1.026 1.271 0.193
C -2.102 0.101 -0.011
C 1.916 0.290 0.586
H 0.881 2.185 0.662
H 2.896 0.436 1.104
H -2.832 0.475 -0.763
*
```

Results
- HOMO (Ha) = -0.3845
- Kohn-Sham gap (eV) = 10.9535
- SMILES string = O=COn1ccnn1
- electronic energy (Ha) = -430.684325
- max |F| (Eh/bohr) = 0.14738

***

Molecular formula: C3H3N3O2
Method: DFT, ωB97M-V/def2-TZVPD

Geometry as ORCA input:
```
! RIJCOSX wB97M-V def2-TZVPD def2/J DEFGRID3
* xyz 0 1
O -1.345 1.649 -2.306
O 1.081 0.227 -0.716
N 1.856 -1.995 -0.247
N -0.071 -1.275 1.153
N 0.068 1.048 0.005
C -1.001 1.700 -0.966
C -0.602 -0.016 1.024
C 0.982 -1.114 0.152
H 1.948 -2.874 0.419
H -1.157 0.450 1.852
H -1.759 2.199 -0.370
*
```

Results
- HOMO (Ha) = -0.3691
- Kohn-Sham gap (eV) = 9.0322
- SMILES string = [H]/N=c1\ncn(C=O)o1
- electronic energy (Ha) = -430.634250
- max |F| (Eh/bohr) = 0.19020

***

Molecular formula: C3H3N3O4
Method: DFT, ωB97M-V/def2-TZVPD

Geometry as ORCA input:
```
! RIJCOSX wB97M-V def2-TZVPD def2/J DEFGRID3
* xyz 0 1
O -1.561 -1.981 0.733
O 0.514 -2.433 0.271
O 2.619 0.979 1.033
O 2.639 0.758 -1.112
N -0.259 1.614 0.263
N -0.447 -1.699 0.297
N 2.165 0.816 -0.031
C -1.444 0.737 0.009
C -0.338 -0.371 -0.430
C 0.589 0.728 -0.066
H -1.724 0.323 0.968
H -0.490 -0.703 -1.513
H -2.265 1.231 -0.419
*
```

Results
- HOMO (Ha) = -0.4144
- Kohn-Sham gap (eV) = 10.7721
- electronic energy (Ha) = -581.056938
- max |F| (Eh/bohr) = 0.09847

***

Molecular formula: C3H3N3OS
Method: DFT, ωB97M-V/def2-TZVPD

Geometry as ORCA input:
```
! RIJCOSX wB97M-V def2-TZVPD def2/J DEFGRID3
* xyz 0 1
S 2.526 -1.239 0.001
O -0.688 1.075 0.072
N -0.017 -0.203 0.329
N -2.023 -1.633 -0.143
N 1.525 1.380 -0.182
C 1.393 -0.018 0.036
C -0.790 -1.377 0.044
C 0.338 1.879 0.015
H -2.365 -0.581 -0.298
H 0.156 2.903 0.024
H -0.056 -2.187 0.103
*
```

Results
- HOMO (Ha) = -0.3412
- Kohn-Sham gap (eV) = 8.4962
- SMILES string = [H]/N=C\n1ocnc1=S
- electronic energy (Ha) = -753.711684
- max |F| (Eh/bohr) = 0.09292